The following is a DFT calculation (wB97M-V/def2-TZVPD) of C5H10O2 in the gas phase.

Properties
Molar mass, g mol⁻¹: 102.13
Relative energy (zero: lowest compared OMol25 entry of this formula, charge and spin), kJ/mol: 257.7
Electronic energy, a.u.: -346.9273
Gap between HOMO and LUMO, hartree: 0.3866

Last column: Löwdin charge in e.
CARTESIAN COORDINATES (ANGSTROEM)
O 0.75744 -0.84902 0.95931  -0.089
O -0.94401 1.59680 0.06661  -0.051
C 1.97036 -0.12081 0.70233  -0.158
C -2.11070 -0.52829 0.44585  -0.046
C -1.12528 0.27803 -0.39475  -0.382
C 0.24539 -0.57167 -0.36261  -0.257
C 1.47259 0.28374 -0.69183  -0.082
H -3.08201 -0.05680 0.62259  0.081
H -1.43413 0.30073 -1.46103  0.143
H 2.05441 0.16362 -1.60711  0.114
H -2.28811 -1.48183 -0.07061  0.085
H 2.85756 -0.76345 0.76747  0.117
H 0.01747 -1.50623 -0.90230  0.149
H 1.18071 1.38648 -0.65375  0.103
H 2.09016 0.73381 1.38076  0.119
H -1.64051 -0.74083 1.41054  0.081
H -0.02134 1.87572 -0.21145  0.074

=====

The following is a DFT calculation (wB97M-V/def2-TZVPD) of C5H10O2 as an isolated structure.

Properties
Molar mass, g mol⁻¹: 102.13
Relative energy (zero: lowest compared OMol25 entry of this formula, charge and spin), kJ/mol: 461.8
Electronic energy, a.u.: -346.8495
Gap between HOMO and LUMO, hartree: 0.3414

Last column: Löwdin charge in e.
CARTESIAN COORDINATES (ANGSTROEM)
O 1.43904 0.83438 0.42730  -0.099
O -0.35081 0.18412 -1.21690  -0.104
C 1.84662 -1.31883 -0.58283  -0.072
C -0.83477 0.81601 -0.05037  -0.421
C -2.20834 0.24874 0.27099  -0.041
C 0.19161 0.54167 1.05919  -0.131
C 1.60920 0.15401 -0.72903  -0.142
H -2.60733 0.69367 1.18909  0.084
H 1.40034 -1.85422 -1.42362  0.085
H 0.13286 -0.50329 1.39147  0.121
H 0.66083 0.60699 -1.56248  0.101
H 1.50963 -1.76514 0.36053  0.075
H -2.14966 -0.83715 0.40012  0.086
H 2.93370 -1.45685 -0.65183  0.087
H -0.89958 1.90408 -0.19908  0.149
H 0.09721 1.20746 1.92001  0.137
H -2.90322 0.45980 -0.54576  0.083

=====

The following is a DFT calculation (wB97M-V/def2-TZVPD) of C5H10O2 in the gas phase.

Properties
Molar mass, g mol⁻¹: 102.13
Relative energy (zero: lowest compared OMol25 entry of this formula, charge and spin), kJ/mol: 176.5
Electronic energy, a.u.: -346.9582
Gap between HOMO and LUMO, hartree: 0.4048

Last column: Löwdin charge in e.
CARTESIAN COORDINATES (ANGSTROEM)
O -0.35655 0.63907 0.99375  -0.062
O -0.26134 -0.50530 -0.92672  -0.050
C 1.98303 0.40865 -0.75266  -0.047
C -2.40853 0.41989 -0.32571  0.006
C 0.70556 -0.27929 1.22776  -0.138
C 1.00912 -0.67317 -0.29324  -0.297
C -1.11964 -0.18234 0.14135  -0.468
H 3.01191 0.08378 -0.56723  0.084
H 1.57518 0.20473 1.66927  0.119
H 1.77559 1.30275 -0.15819  0.080
H -2.86975 -0.27274 -1.03382  0.090
H -2.25437 1.38050 -0.81879  0.091
H -3.07418 0.55778 0.52805  0.087
H -1.27266 -1.11428 0.71133  0.148
H 0.31360 -0.97400 1.99034  0.125
H 1.36606 -1.67555 -0.58076  0.147
H 1.87698 0.67952 -1.80472  0.084

=====

The following is a DFT calculation (wB97M-V/def2-TZVPD) of C5H10O2 in the gas phase.

Properties
Molar mass, g mol⁻¹: 102.13
Relative energy (zero: lowest compared OMol25 entry of this formula, charge and spin), kJ/mol: 88.9
Electronic energy, a.u.: -346.9916
Gap between HOMO and LUMO, hartree: 0.3824

Last column: Löwdin charge in e.
CARTESIAN COORDINATES (ANGSTROEM)
O 1.97248 -0.40669 0.77816  0.097
O -0.33687 1.35755 -0.83190  -0.013
C 1.13257 -0.31625 -0.09000  -0.378
C -1.35230 -0.65557 0.05347  -0.018
C 1.35907 -0.89049 -1.46618  -0.001
C -0.21914 0.36778 0.18941  -0.568
C -0.19197 1.00725 1.57124  -0.027
H -1.39472 -1.04680 -0.96754  0.084
H -2.31627 -0.18056 0.27256  0.089
H -1.22528 -1.49236 0.74927  0.098
H -1.10836 1.58543 1.74005  0.088
H 2.42293 -1.09822 -1.59014  0.088
H -1.10958 1.89700 -0.61728  0.102
H 1.00036 -0.21382 -2.24411  0.086
H -0.11415 0.24905 2.35465  0.093
H 0.81106 -1.83467 -1.56191  0.089
H 0.67016 1.67136 1.66026  0.093

=====

The following is a DFT calculation (wB97M-V/def2-TZVPD) of a 2-piece molecular cluster, C5H10O2 overall.

Properties
Molar mass, g mol⁻¹: 102.13
Relative energy (zero: lowest compared OMol25 entry of this formula, charge and spin), kJ/mol: 425.2
Electronic energy, a.u.: -346.8635
Gap between HOMO and LUMO (spin up / spin down), hartree: 0.3026 / 0.2927

Last column: Löwdin charge in e.
CARTESIAN COORDINATES (ANGSTROEM)
O -0.04071 -1.29090 0.97441  -0.027
O -0.26261 1.88319 0.17965  -0.031
C -1.29067 -0.45930 -1.87856  -0.031
C 0.28721 0.99074 1.14199  -0.345
C -0.57272 -0.18998 1.48051  -0.080
C 1.13767 -1.13123 0.43382  -0.153
C 1.58727 0.26955 0.67253  -0.094
H 2.33833 0.30297 1.47595  0.123
H -0.33196 -0.62732 -1.38011  0.001
H -1.62177 -0.24347 1.72981  0.117
H 0.48403 1.63788 1.99893  0.139
H 2.01694 0.76577 -0.20499  0.123
H -1.97817 0.11375 -1.24814  0.031
H 1.65657 -2.01918 0.11000  0.117
H -0.54257 1.36397 -0.58464  0.042
H -1.12730 0.06685 -2.82130  0.034
H -1.73954 -1.43328 -2.07986  0.035

=====

The following is a DFT calculation (wB97M-V/def2-TZVPD) of C5H10O2 in the gas phase.

Properties
Molar mass, g mol⁻¹: 102.13
Relative energy (zero: lowest compared OMol25 entry of this formula, charge and spin), kJ/mol: 189.3
Electronic energy, a.u.: -346.9533
Gap between HOMO and LUMO, hartree: 0.3966

Last column: Löwdin charge in e.
CARTESIAN COORDINATES (ANGSTROEM)
O -0.26916 -0.27987 1.29806  -0.101
O 1.52101 0.56722 -0.78526  -0.031
C -0.63328 -0.27790 -0.10154  -0.287
C -0.14810 -1.72693 -0.27120  -0.078
C -0.19543 2.18393 -0.24636  -0.039
C 0.12800 0.81548 -0.83873  -0.397
C 0.09796 -1.66941 1.24144  -0.165
H -1.26013 2.42098 -0.34200  0.084
H 0.38886 2.96237 -0.74516  0.083
H 0.05395 2.18555 0.82136  0.084
H 1.13117 -1.82326 1.57471  0.115
H -0.57276 -2.28861 1.85074  0.114
H 0.76138 -1.79980 -0.87011  0.109
H -1.71629 -0.13830 -0.22734  0.151
H -0.13870 0.77977 -1.90278  0.153
H -0.89109 -2.45110 -0.61079  0.108
H 1.74261 0.53989 0.15497  0.097

=====

The following is a DFT calculation (wB97M-V/def2-TZVPD) of C5H10O2 as an isolated structure.

Properties
Molar mass, g mol⁻¹: 102.13
Relative energy (zero: lowest compared OMol25 entry of this formula, charge and spin), kJ/mol: 538.7
Electronic energy, a.u.: -346.8203
Gap between HOMO and LUMO, hartree: 0.2981

Last column: Löwdin charge in e.
CARTESIAN COORDINATES (ANGSTROEM)
O -0.32350 -1.12294 2.24815  0.017
O -1.35927 -1.07292 -0.24966  0.027
C 0.10013 0.82307 0.09222  -0.223
C -0.48663 0.10849 2.44717  -0.156
C 1.08956 -0.86566 -2.36779  -0.098
C -0.85433 -0.00260 -0.79540  -0.158
C -0.57857 1.17868 1.38406  -0.167
H 1.41907 -0.80723 -3.38833  -0.020
H -0.11840 -0.22346 -2.24174  0.100
H 0.32820 1.76515 -0.42065  0.116
H -0.14210 2.08311 1.82015  0.123
H -1.64353 1.37026 1.25404  0.132
H 1.02163 0.31292 0.27405  0.102
H -0.94348 -1.34286 0.59799  0.071
H 2.10451 -0.70067 -1.87766  0.035
H 0.97078 -1.93552 -2.20371  0.002
H -0.58408 0.43219 3.42712  0.098

=====

The following is a DFT calculation (wB97M-V/def2-TZVPD) of C5H10O2 in the gas phase.

Properties
Molar mass, g mol⁻¹: 102.13
Relative energy (zero: lowest compared OMol25 entry of this formula, charge and spin), kJ/mol: 304.5
Electronic energy, a.u.: -346.9094
Gap between HOMO and LUMO, hartree: 0.3846

Last column: Löwdin charge in e.
CARTESIAN COORDINATES (ANGSTROEM)
O -0.12928 -1.44855 0.81160  -0.040
O -2.50037 -0.35144 0.46197  0.016
C -2.22882 0.81583 0.22391  -0.235
C 1.83349 -1.27025 -0.48948  -0.052
C 0.40525 -0.80013 -0.31910  -0.475
C -0.89456 1.44231 0.12788  -0.118
C 0.45367 0.68848 -0.06826  -0.185
H -3.07613 1.52538 0.13570  0.122
H 2.41768 -1.00916 0.40295  0.089
H -0.95137 2.47004 -0.25656  0.112
H 2.29750 -0.79689 -1.35999  0.084
H 1.10022 1.30149 -0.68725  0.124
H -1.08936 -1.25293 0.80223  0.047
H -0.19787 -0.99532 -1.21665  0.153
H 1.84752 -2.35209 -0.60792  0.083
H -0.28224 1.34653 1.10737  0.147
H 0.99468 0.68671 0.93159  0.128

=====

The following is a DFT calculation (wB97M-V/def2-TZVPD) of a 2-piece molecular cluster, C5H10O2 overall.

Properties
Molar mass, g mol⁻¹: 102.13
Relative energy (zero: lowest compared OMol25 entry of this formula, charge and spin), kJ/mol: 187.2
Electronic energy, a.u.: -346.9541
Gap between HOMO and LUMO, hartree: 0.3879

Last column: Löwdin charge in e.
CARTESIAN COORDINATES (ANGSTROEM)
O 1.09005 1.56207 -1.05687  -0.127
O -0.19614 -0.92146 2.56361  -0.065
C 0.71288 -0.71791 -0.68158  -0.115
C -1.77166 -0.47809 -0.15326  0.030
C 1.74682 0.40547 -0.56107  -0.193
C -0.24950 1.50715 -0.60879  -0.162
C -0.57878 0.03340 -0.45943  -0.301
H -0.58741 -1.79054 2.41502  0.037
H -0.36344 2.02730 0.35737  0.133
H -0.88094 2.01171 -1.34645  0.132
H 0.72636 -1.14913 -1.68958  0.126
H 2.03871 0.54268 0.49197  0.126
H 0.86307 -1.51499 0.05190  0.114
H 2.64590 0.25356 -1.16289  0.123
H -0.63324 -0.37235 1.89788  -0.004
H -2.64425 0.15244 -0.00226  0.073
H -1.91844 -1.55130 -0.05557  0.072

=====

The following is a DFT calculation (wB97M-V/def2-TZVPD) of a 2-piece molecular cluster, C5H10O2 overall.

Properties
Molar mass, g mol⁻¹: 102.13
Relative energy (zero: lowest compared OMol25 entry of this formula, charge and spin), kJ/mol: 377.8
Electronic energy, a.u.: -346.8815
Gap between HOMO and LUMO, hartree: 0.3096

Last column: Löwdin charge in e.
CARTESIAN COORDINATES (ANGSTROEM)
O -2.72280 1.60661 -0.50020  -0.050
O -0.68182 -0.17791 -0.93516  0.011
C 1.29582 -1.49951 -0.59367  -0.140
C 0.06044 1.04552 2.02690  -0.102
C 2.46457 -1.22588 -1.18161  0.025
C 0.40774 -0.42613 -0.11364  -0.348
C 0.36057 -0.17980 1.22558  -0.111
H 0.94358 -2.50760 -0.36764  0.113
H -0.41446 1.84204 1.45801  0.063
H 0.84784 -0.97965 1.78974  0.102
H 2.81362 -1.92598 -1.92731  0.052
H -3.31915 1.19458 -1.14587  0.063
H -0.70918 0.73671 2.75242  0.074
H -0.97524 0.74758 -0.89085  0.067
H 0.93673 1.41154 2.54387  0.067
H 3.03290 -0.35662 -0.89761  0.061
H -3.27140 1.61398 0.29236  0.054